{
  "formula": "C15H22N2O3",
  "method": "wB97M-V/def2-TZVPD",
  "symbols": ["C", "C", "C", "C", "C", "N", "C", "O", "N", "C", "C", "C", "C", "C", "C", "C", "C", "C", "O", "O", "H", "H", "H", "H", "H", "H", "H", "H", "H", "H", "H", "H", "H", "H", "H", "H", "H", "H", "H", "H", "H", "H"],
  "xyz": [[0.313, -2.031, 4.198], [1.392, -2.050, 3.040], [2.183, -0.725, 2.983], [3.058, -0.472, 4.232], [1.341, 0.555, 2.817], [0.750, 1.151, 4.010], [0.320, 0.404, 1.726], [-0.849, 0.179, 1.963], [0.829, 0.316, 0.454], [-0.109, 0.251, -0.697], [0.529, 0.786, -1.989], [-0.581, 1.013, -3.024], [-1.321, 2.237, -3.107], [-2.178, 2.507, -4.158], [-2.435, 1.518, -5.140], [-1.902, 0.256, -4.945], [-0.994, 0.029, -3.925], [-0.454, -1.252, -0.856], [-0.035, -1.930, -1.778], [-1.175, -1.768, 0.122], [-0.071, -3.016, 4.324], [0.741, -1.694, 5.144], [-0.584, -1.457, 3.910], [2.139, -2.900, 3.223], [0.910, -2.269, 2.037], [2.891, -0.747, 2.118], [3.641, -1.451, 4.378], [2.531, -0.221, 5.117], [3.833, 0.243, 4.035], [2.116, 1.292, 2.439], [0.411, 2.135, 3.833], [-0.081, 0.636, 4.304], [1.742, 0.746, 0.301], [-0.983, 0.826, -0.421], [1.373, 0.185, -2.358], [0.913, 1.740, -1.782], [-1.177, 2.986, -2.325], [-2.595, 3.518, -4.256], [-3.053, 1.720, -6.049], [-2.206, -0.505, -5.534], [-0.633, -0.963, -3.832], [-1.406, -1.065, 0.767]],
  "smiles": "CC[C@H](C)[C@H](N)C(=O)N[C@@H](Cc1ccccc1)C(=O)O",
  "homo_energy_ha": -0.3364,
  "total_energy_ha": -920.02763,
  "spin_multiplicity": 1,
  "max_force_ev_per_a": 3.47,
  "e_lumo_ev": 0.4,
  "de_lowest_ev": 1.3880,
  "gap_ev": 9.53,
  "charge": 0
}